No. 1
C29H38N4OP2Pt as an isolated structure, computed with ωB97M-V/def2-TZVPD.

Computed properties:
**2S+1**: 3
**HOMO level (alpha / beta)**: -0.209 / -0.304 Ha
**Energy relative to the best compared isomer or geometry (same formula, charge and spin)**: 0.0 kcal/mol
**Frontier orbital gap (alpha / beta)**: 0.220 / 0.261 hartree
**⟨S²⟩**: 2.011

Geometry as XYZ:
```
75
Properties=species:S:1:pos:R:3:forces:R:3:mulliken_charge:R:1
Pt -1.173546 -0.540789 -0.296761 1.9912 -0.6412 -0.8190 0.888
C 0.717290 -2.204774 -0.579611 -1.2505 0.0523 -2.2788 -1.184
C -0.119922 -1.958595 -1.694734 1.2722 -0.8805 0.0861 -0.768
C -1.130800 -3.003457 -2.159690 -0.1621 -0.1021 0.1417 -0.159
C -2.581354 -2.770028 -1.687317 -0.1917 0.3737 -0.2742 0.127
C -2.722487 -2.086463 -0.344193 0.2853 0.3047 0.3899 -0.360
C -1.907869 -2.394045 0.783474 -0.5864 0.2118 0.6676 -1.299
C -0.956588 -3.559343 0.871940 0.0328 -0.2060 0.3678 -0.875
C 0.505131 -3.316366 0.405441 0.1161 -0.0971 0.7616 -0.783
C -1.891136 1.254349 0.188236 -1.5133 1.1966 0.4406 -1.292
H 1.721234 -1.754073 -0.618847 -0.7382 0.0962 0.3654 0.691
H 0.236817 -1.248934 -2.466753 -0.1014 -0.5552 0.5319 0.522
H -0.791616 -4.006807 -1.839235 -0.1118 0.4554 -0.1918 0.196
H -1.140640 -2.996187 -3.262577 0.0747 -0.0372 0.4349 0.433
H -3.082507 -2.110525 -2.413833 0.0950 -0.3355 0.1356 0.212
H -3.125948 -3.725720 -1.702037 0.0212 -0.0040 0.0467 0.048
H -3.675101 -1.581464 -0.136154 0.2910 -0.2532 -0.2194 0.977
H -2.249144 -2.006020 1.757666 0.1023 -0.2468 -0.5888 0.428
H -1.400612 -4.441693 0.378979 0.2178 0.2849 0.0428 0.291
H -0.893327 -3.803051 1.945847 -0.0379 -0.1482 -0.4554 0.415
H 1.093631 -3.079428 1.322879 -0.2399 -0.1481 -0.7475 0.480
H 0.890607 -4.277429 0.005713 0.0815 0.5180 0.0601 0.358
H -1.160516 2.032339 -0.085144 -0.1490 -0.1340 -0.0475 0.321
H -2.011476 1.285078 1.283034 -0.0774 0.1615 -0.2783 0.376
H -2.853172 1.504068 -0.286631 0.2835 0.0874 0.2257 0.273
P -5.909244 -3.874357 -2.338747 -3.1837 -1.3844 -0.0445 0.007
P -3.790845 -4.192801 -4.889644 -0.1173 -2.4746 -1.3913 -0.225
N -6.372879 -4.754027 -0.914818 0.2441 -0.2781 1.0561 0.542
N -7.609848 -3.504891 -2.812337 0.0824 0.8442 -0.2781 0.447
N -2.919604 -5.711598 -4.580894 0.7547 -0.3138 0.4641 0.596
N -3.609331 -4.301552 -6.618064 -0.2599 0.5119 -1.2814 0.409
C -5.836946 -5.391174 -3.409600 0.4490 -0.0800 -0.2887 -0.735
C -5.463378 -5.022645 -4.846106 -0.0689 0.3488 0.2882 -1.495
C -6.186910 -4.285829 0.391813 -0.3680 -1.1441 0.0030 -0.475
C -6.744635 -5.208191 1.268644 0.1800 0.5084 -0.6993 -0.637
C -7.323744 -6.255678 0.483464 0.3914 0.5875 -0.8310 -0.726
C -7.087218 -5.952668 -0.843335 0.2983 0.1080 0.8152 -0.073
C -8.097826 -2.197521 -2.839785 -0.8305 -0.8181 -0.4093 -0.452
C -9.437490 -2.228741 -3.211617 0.9800 -0.3385 0.2109 -0.672
C -9.796368 -3.599040 -3.410201 1.3474 -0.0607 0.3583 -0.666
C -8.662379 -4.356943 -3.147499 -0.2450 0.7318 -0.2158 -0.111
C -1.619638 -5.760894 -4.042842 -0.6446 -0.9439 0.3296 -0.718
C -1.371495 -7.053874 -3.591626 -0.2896 0.7751 -0.5444 -0.740
C -2.489611 -7.867158 -3.979870 -0.5498 1.0690 -0.2647 -0.917
C -3.415031 -7.024228 -4.582606 0.7402 -0.1970 0.5567 -0.200
C -3.424169 -5.444977 -7.409137 0.0584 0.9401 -0.5216 -0.191
C -3.355695 -5.054491 -8.738142 -0.2425 0.4319 1.2618 -0.637
C -3.570354 -3.635761 -8.776550 -0.0849 -0.1809 0.7713 -0.574
C -3.755955 -3.200954 -7.475215 0.5288 -1.1092 -0.3697 -0.420
H -6.768178 -5.976828 -3.471320 0.4688 0.4930 0.3537 0.095
H -5.082549 -6.036775 -2.934009 -0.0918 0.0779 -0.2827 0.828
H -5.524092 -5.912631 -5.498234 0.2297 0.6599 0.1587 0.357
H -6.192945 -4.307237 -5.253559 0.1458 -0.0144 0.1059 0.659
H -5.643631 -3.365638 0.550314 -0.0699 -0.0776 0.1012 0.347
H -6.751451 -5.164683 2.349017 0.0541 0.1619 -0.1570 0.418
H -7.850003 -7.131460 0.834192 0.0785 0.1007 0.0196 0.445
H -7.321453 -6.516026 -1.734041 -0.0370 0.0987 0.3772 0.302
H -7.433077 -1.383309 -2.603630 -0.0801 0.0893 -0.0095 0.394
H -10.079863 -1.377799 -3.349370 -0.0072 0.1058 0.0564 0.415
H -10.750920 -3.985454 -3.723464 -0.0323 -0.0182 0.0476 0.439
H -8.524011 -5.427806 -3.194963 -0.2149 0.3134 0.0344 0.242
H -0.961201 -4.898318 -4.111343 -0.3840 -0.2724 0.3200 0.678
H -0.510021 -7.365240 -3.007718 -0.0769 0.0282 -0.4507 0.424
H -2.620605 -8.936628 -3.840487 0.0793 0.3318 -0.0023 0.428
H -4.376714 -7.265821 -5.027192 0.4580 0.0056 0.3507 0.444
H -3.372329 -6.421353 -6.954771 0.2262 0.1343 -0.1381 0.364
H -3.162957 -5.694228 -9.581833 -0.0568 -0.0766 0.0110 0.458
H -3.567518 -3.028644 -9.667460 -0.0939 0.0791 0.0893 0.421
H -3.989655 -2.234371 -7.061804 0.1539 0.1068 -0.0769 0.367
C 1.531470 0.812827 0.027029 0.5738 0.5992 -0.3342 -1.240
C 0.491488 -0.005352 0.731207 -0.2157 -0.9641 3.3102 0.594
O 0.599589 -0.332521 1.908167 0.3363 0.7701 -1.8291 -0.587
H 2.448393 0.215073 -0.074051 -0.2291 0.1920 0.0733 0.354
H 1.765268 1.688099 0.644934 -0.0425 -0.2037 -0.0159 0.365
H 1.225951 1.172387 -0.959525 -0.0477 -0.2075 0.1139 0.335
```
Positions in Å, forces in eV/Å.

No. 2
A 4-piece molecular cluster, C15H27N4OP overall, computed with ωB97M-V/def2-TZVPD.

Computed properties:
**2S+1**: 1
**HOMO level**: -0.306 Ha
**Frontier orbital gap**: 0.329 hartree

Geometry as XYZ:
```
48
Properties=species:S:1:pos:R:3:forces:R:3:nbo_charge:R:1
C -1.592025 -1.837833 -0.368033 -0.3988 0.4435 -0.2035 -0.643
C -2.024990 -1.035827 0.845182 0.1519 -0.4213 0.6067 -0.062
O -3.235934 -1.448749 1.447896 0.0076 0.1921 -0.2935 -0.837
P -4.718297 -1.220710 0.576669 -0.3596 0.0447 -0.0396 1.385
C -4.852557 -3.015799 0.261593 -0.0241 0.2544 0.0660 -0.938
N -6.217640 -0.847254 -0.337730 0.2829 -0.0639 0.1438 -1.190
H -2.203400 -1.570534 -1.227673 -0.0315 -0.0603 -0.2313 0.198
H -0.561296 -1.594118 -0.603278 0.1827 -0.0760 -0.1049 0.221
H -1.692654 -2.906038 -0.215230 0.1405 -0.1695 0.1962 0.213
H -2.060325 0.034179 0.619966 -0.0288 0.1404 -0.2685 0.147
H -1.254909 -1.153416 1.606015 0.0287 0.0625 0.2152 0.182
H -4.071027 -0.292771 -0.256793 0.1753 -0.0658 -0.1507 -0.079
H -5.264888 -0.729590 1.773949 0.1279 -0.2752 0.0930 -0.056
H -5.652061 -3.229186 -0.430851 -0.2056 -0.0293 -0.0884 0.241
H -3.918284 -3.421223 -0.106408 0.1790 0.0986 -0.0484 0.247
H -5.034249 -3.487507 1.221366 -0.0438 -0.1108 0.1921 0.246
H -6.245761 0.105623 -0.678587 -0.0405 0.0392 0.0826 0.365
H -7.043967 -1.006545 0.228844 -0.1194 0.0092 -0.1794 0.358
C 0.061812 4.522455 0.766646 -0.0186 0.0310 0.0048 -0.304
C 0.779978 3.470870 1.397096 0.0081 0.0003 0.0383 -0.312
C -0.116095 2.474168 1.677192 -0.0281 -0.0250 0.0082 -0.067
N -1.345629 2.883901 1.241118 -0.0221 0.0038 -0.0028 -0.510
C -1.247528 4.130594 0.686310 -0.0016 -0.0324 0.0014 -0.076
H 0.460987 5.457772 0.412475 0.0065 0.0045 -0.0061 0.222
H 1.833512 3.449027 1.617437 0.0256 -0.0217 -0.0812 0.216
H 0.014633 1.513248 2.144459 0.0075 -0.0051 0.0035 0.209
H -2.192373 2.351369 1.320658 0.0103 0.0016 0.0156 0.411
H -2.111947 4.627943 0.281969 0.0016 0.0153 -0.0070 0.210
C 6.029015 3.445632 0.731328 0.0035 0.0232 -0.0121 -0.304
C 5.926294 2.063822 1.046256 -0.0043 -0.0279 -0.0040 -0.305
C 4.976304 1.937174 2.024004 -0.0165 0.0174 0.0114 -0.077
N 4.503774 3.188310 2.311133 -0.0223 0.0028 0.0280 -0.509
C 5.138725 4.113366 1.528583 -0.0169 -0.0098 0.0151 -0.076
H 6.681168 3.896913 0.002973 0.0054 0.0018 -0.0070 0.221
H 6.485432 1.256173 0.605023 0.0069 -0.0043 -0.0047 0.220
H 4.597760 1.069640 2.536138 0.0084 -0.0125 0.0011 0.210
H 3.799726 3.396443 2.995230 0.0226 0.0026 0.0121 0.413
H 4.902641 5.160578 1.604491 0.0087 0.0100 -0.0064 0.211
C 0.997983 -4.229133 -3.651178 0.0013 -0.0296 0.0023 -0.310
C 0.861256 -2.906194 -3.151063 -0.0193 0.0326 0.0087 -0.298
C 2.074492 -2.536398 -2.634888 0.0151 -0.0073 0.0006 -0.082
N 2.936467 -3.584563 -2.804745 0.0128 -0.0106 0.0171 -0.505
C 2.289854 -4.620247 -3.421400 0.0197 0.0218 0.0029 -0.077
H 0.235802 -4.824484 -4.124708 -0.0068 -0.0029 -0.0048 0.221
H -0.025899 -2.295862 -3.169522 -0.0063 0.0036 -0.0087 0.219
H 2.396707 -1.622134 -2.166888 -0.0089 0.0142 -0.0023 0.212
H 3.897678 -3.593006 -2.518174 -0.0085 0.0030 -0.0053 0.410
H 2.801717 -5.540078 -3.644868 -0.0083 -0.0128 -0.0059 0.210
```
Positions in Å, forces in eV/Å.

no.,strongest force on any atom (eV Å⁻¹)
1,3.47
2,0.75